# C25H48P4STb

A structure of composition C25H48P4STb in a non-equilibrium geometry (ωB97M-V with the def2-TZVPD basis set, the Open Molecules 2025 dataset).

Values from the calculation:
**2S+1**: 7
**DFT total energy**: -97093.116 eV
**HOMO-LUMO gap (alpha / beta)**: 6.799 / 3.572 eV
**Charge**: +3
**HOMO (alpha / beta)**: -15.7 / -15.1 eV
**⟨S²⟩**: 13.095

Each line ends with the Mulliken spin population.
Positions of all 79 atoms, in Å:
H  -6.749  5.443  4.348  0.004
S  -5.532  1.388  1.812  0.353
H  1.220  -2.920  -3.099  0.000
H  0.979  -1.060  2.552  0.024
H  0.163  2.825  -3.215  -0.001
H  4.156  -1.604  -2.200  0.000
H  6.965  1.206  -3.698  0.000
C  -6.227  3.695  3.219  0.078
H  0.764  -4.508  -2.428  -0.002
H  -0.473  -3.255  -2.707  0.000
H  -3.960  -1.337  0.859  -0.001
H  4.312  -1.405  2.240  -0.001
C  0.093  -0.808  1.976  -0.488
H  -2.468  -2.955  -1.343  0.001
C  -0.115  -3.969  0.296  -0.019
H  0.099  -3.799  1.355  0.007
P  3.214  -0.277  0.374  -0.059
C  0.084  2.409  -2.203  -0.001
H  -1.190  -3.833  0.148  -0.002
H  0.567  1.338  1.983  0.005
H  -5.411  2.056  6.634  0.004
H  2.492  -4.546  -0.548  0.000
C  -6.391  4.419  4.399  0.028
C  2.515  -3.457  -0.420  -0.005
H  -3.954  0.585  -0.670  0.003
H  4.891  2.076  -0.061  0.000
H  -1.677  0.197  -3.342  0.002
C  5.988  1.768  -1.864  0.000
H  2.838  1.111  -2.594  0.000
H  6.516  2.709  -1.782  0.000
H  2.854  -3.225  0.594  0.005
H  0.773  2.938  -1.540  -0.001
C  4.364  0.176  -0.972  -0.004
H  -0.407  0.709  -4.468  -0.002
H  3.228  -3.035  -1.133  0.000
H  2.541  1.871  1.271  -0.002
H  -6.229  4.406  6.550  0.001
H  -0.927  2.577  -1.823  0.001
C  -0.146  0.588  1.636  -0.348
C  0.559  -3.431  -2.392  -0.001
P  0.834  -2.722  -0.696  -0.052
H  -2.589  -2.336  1.410  0.002
H  2.582  0.581  2.578  0.002
C  -2.874  0.763  -0.728  0.031
Tb  0.374  -0.547  -0.153  6.062
H  -2.589  1.525  0.002  -0.007
H  -2.324  -1.724  -2.606  -0.001
H  4.078  1.352  1.998  0.000
H  -5.116  0.764  4.552  0.001
H  2.338  -0.391  -3.387  0.000
C  6.244  0.922  -2.942  0.000
C  4.643  -0.667  -2.067  -0.001
H  0.152  -4.998  0.029  -0.006
H  -2.632  1.138  -1.724  -0.007
C  -2.893  -1.331  1.108  0.014
H  -5.921  2.326  0.930  -0.005
C  2.032  0.633  -3.153  -0.005
C  5.058  1.401  -0.887  -0.001
C  -5.474  1.789  4.507  0.094
C  -5.641  2.521  5.680  0.025
P  -1.920  -0.781  -0.367  -0.093
H  -6.457  4.158  2.264  -0.001
C  4.626  -1.085  1.224  0.001
H  5.501  -0.407  1.321  0.000
C  -2.703  -1.919  -1.602  0.000
H  -1.165  0.975  1.706  0.015
H  5.767  -0.951  -3.881  0.000
P  0.460  0.586  -2.159  -0.077
H  4.940  -1.988  0.660  0.000
C  -6.100  3.839  5.634  0.217
H  1.884  1.184  -4.089  -0.003
C  -5.766  2.373  3.267  0.197
H  -2.728  -0.652  1.948  -0.001
C  -0.620  0.088  -3.591  -0.006
H  -3.792  -1.797  -1.600  0.000
C  3.078  0.992  1.679  0.004
H  -0.749  -1.425  2.276  0.021
C  5.569  -0.293  -3.044  0.000
H  -0.430  -0.960  -3.841  0.000